# 1
Computed, not measured: a structure of composition C37H60BrIN8O5PS3Si2Y, with ωB97M-V/def2-TZVPD.

- Strongest force on any atom: 1.26 eV/A
- Energy relative to the best compared isomer or geometry (same formula, charge and spin): 0.0 kcal/mol
- Total energy: -7285.301982 Eh

Structure (ORCA input):
```
! RIJCOSX wB97M-V def2-TZVPD def2/J DEFGRID3
* xyz 0 1
Y -0.022 -0.789 0.294
C -4.109 0.318 -1.433
C -4.011 -0.529 -0.194
C -5.153 -0.824 0.532
C -5.018 -1.620 1.674
C -3.796 -2.135 2.010
C -2.671 -1.870 1.176
N -2.800 -0.996 0.137
N -1.453 -2.392 1.321
Si -1.196 -3.914 2.131
C -1.226 -3.747 4.006
C 0.460 -4.603 1.610
C -2.487 -5.166 1.577
H -4.947 -0.018 -2.047
H -3.188 0.252 -2.005
H -4.296 1.367 -1.181
H -6.115 -0.451 0.207
H -5.882 -1.836 2.292
H -3.674 -2.744 2.893
H -0.722 -2.827 4.309
H -0.700 -4.586 4.470
H -2.237 -3.728 4.420
H 1.296 -4.189 2.176
H 0.634 -4.398 0.552
H 0.470 -5.688 1.742
H -3.515 -4.870 1.783
H -2.306 -6.120 2.079
H -2.400 -5.334 0.500
C 3.483 1.043 -4.105
C 3.363 -0.334 -3.447
C 2.478 -0.285 -2.297
N 1.785 -0.243 -1.390
H 4.278 1.031 -4.848
H 3.703 1.810 -3.362
H 2.550 1.293 -4.615
H 4.330 -0.697 -3.092
H 2.947 -1.080 -4.127
C 3.166 1.329 3.292
Si 2.421 -0.384 3.567
C 1.847 -0.411 5.369
C 3.853 -1.609 3.462
C 0.995 -0.852 2.467
H 4.118 1.378 3.830
H 2.542 2.137 3.678
H 3.365 1.543 2.240
H 2.657 -0.172 6.062
H 1.456 -1.396 5.636
H 1.044 0.313 5.531
H 4.434 -1.530 4.386
H 4.533 -1.398 2.634
H 3.522 -2.644 3.361
H 0.104 -0.464 2.992
H 0.941 -1.944 2.621
C -2.069 -2.819 -2.803
S -0.575 -1.901 -2.595
O 0.155 -1.945 -3.839
O 0.114 -2.528 -1.438
O -0.962 -0.540 -2.169
H -1.806 -3.859 -2.984
H -2.607 -2.407 -3.653
H -2.652 -2.726 -1.889
Br 4.990 -5.667 1.481
C 3.828 -5.903 0.011
C 3.656 -7.193 -0.476
C 2.798 -7.425 -1.536
C 2.105 -6.370 -2.113
C 2.278 -5.083 -1.631
C 3.143 -4.842 -0.566
I 3.323 -2.889 0.106
H 4.195 -8.009 -0.015
H 2.670 -8.433 -1.907
H 1.425 -6.545 -2.936
H 1.731 -4.255 -2.063
C -0.647 3.861 -4.659
N 0.458 3.562 -3.656
C 0.643 4.793 -2.744
N -0.584 5.160 -2.140
C -1.608 5.394 -3.145
N -1.853 4.229 -3.998
C -2.446 3.111 -3.238
P -1.380 2.512 -1.840
C 0.141 2.327 -2.858
C -1.009 4.178 -1.132
H -0.779 2.961 -5.260
H -0.286 4.682 -5.282
H 1.339 3.406 -4.148
H 1.011 5.584 -3.401
H 1.394 4.513 -2.006
H -1.298 6.227 -3.781
H -2.539 5.660 -2.645
H -2.641 2.281 -3.923
H -3.414 3.435 -2.852
H 0.024 1.486 -3.544
H 0.996 2.153 -2.202
H -0.230 4.084 -0.370
H -1.902 4.555 -0.627
C 4.105 6.134 -0.310
O 3.727 4.801 -0.651
C 2.683 4.225 -0.012
S 1.782 5.074 1.106
S 2.492 2.583 -0.425
H 4.965 6.353 -0.939
H 4.373 6.199 0.744
H 3.292 6.835 -0.501
N -4.983 2.015 2.156
C -4.084 2.894 2.667
O -4.415 3.920 3.232
C -2.635 2.550 2.484
C -1.700 3.112 3.350
C -0.367 2.836 3.150
C -0.003 2.005 2.099
N -0.886 1.454 1.259
C -2.180 1.739 1.462
H -5.954 2.214 2.323
H -4.728 1.092 1.842
H -2.043 3.765 4.142
H 0.404 3.267 3.771
H 1.037 1.800 1.898
H -2.865 1.323 0.739
*
```

These are the Löwdin partial charges, in e, on atoms 1 to 99: 1.44, -0.05, -0.38, -0.10, -0.08, -0.04, -0.45, 0.08, -0.14, 0.40, -0.16, -0.18, -0.17, 0.09, 0.03, 0.07, 0.11, 0.11, 0.09, 0.02, 0.03, 0.02, 0.01, -0.01, 0.04, 0.02, 0.03, 0.03, -0.08, -0.18, -0.24, 0.08, 0.08, 0.06, 0.06, 0.13, 0.12, -0.19, 0.38, -0.19, -0.23, -0.42, 0.03, 0.01, -0.01, 0.02, 0.02, 0.02, 0.03, 0.00, 0.00, -0.02, -0.05, -0.12, 0.38, -0.32, -0.48, -0.48, 0.07, 0.07, 0.05, 0.72, -0.74, -0.14, -0.08, -0.08, -0.15, -0.73, 1.10, 0.10, 0.11, 0.11, 0.08, -0.13, -0.06, -0.10, -0.13, -0.17, -0.15, -0.31, 1.06, -0.31, -0.31, 0.14, 0.14, 0.16, 0.15, 0.08, 0.13, 0.13, 0.09, 0.09, 0.09, -0.03, 0.02, 0.10, -0.14, -0.27, -1.35

---

# 2
Computed, not measured: a structure of composition C37H61N6O7Si4Ti, with ωB97M-V/def2-TZVPD.

- Strongest force on any atom: 0.68 eV/A
- Energy relative to the best compared isomer or geometry (same formula, charge and spin): 50.6 kcal/mol
- Total energy: -4309.406455 Eh

Structure (ORCA input):
```
! RIJCOSX wB97M-V def2-TZVPD def2/J DEFGRID3
* xyz -1 3
Ti -0.195 -0.833 -0.680
O 3.015 -2.173 2.081
C 2.330 -3.200 2.627
C 3.001 -3.980 3.573
C 2.371 -5.043 4.188
C 1.051 -5.352 3.873
C 0.385 -4.583 2.938
C 0.999 -3.507 2.295
C 0.237 -2.711 1.294
O 0.824 -1.592 0.880
N -0.934 -3.090 0.929
N -1.599 -2.092 0.150
C -2.234 -2.606 -0.953
C -1.603 -3.550 -1.849
C -2.270 -4.648 -2.404
C -1.624 -5.532 -3.253
C -0.284 -5.332 -3.566
C 0.397 -4.230 -3.066
C -0.256 -3.322 -2.236
O 0.357 -2.193 -1.859
H 2.375 -1.690 1.500
H 4.027 -3.719 3.802
H 2.910 -5.633 4.920
H 0.549 -6.182 4.355
H -0.640 -4.799 2.666
H -3.270 -2.317 -1.132
H -3.306 -4.817 -2.128
H -2.159 -6.384 -3.657
H 0.232 -6.030 -4.216
H 1.428 -4.036 -3.335
N -0.539 3.367 2.870
C 0.361 3.119 4.013
C -0.108 1.937 4.867
C 0.239 0.538 4.345
N -0.649 0.169 3.240
C 1.700 0.458 3.895
C 2.120 1.574 2.939
N 1.507 1.351 1.630
C 1.811 2.936 3.568
H -1.512 2.255 1.764
H -0.209 4.181 2.359
H -1.463 3.611 3.221
H 0.345 4.003 4.666
H -1.187 2.013 5.043
H 0.366 2.044 5.849
H 0.132 -0.154 5.193
H -1.605 0.078 3.568
H -0.382 -0.729 2.847
H 1.895 -0.510 3.432
H 2.331 0.511 4.790
H 3.206 1.501 2.821
H 1.600 2.168 1.035
H 0.515 1.197 1.768
H 2.095 3.741 2.881
H 2.439 3.057 4.460
N -1.939 0.374 -1.555
H -2.836 0.085 -1.180
H -1.947 0.208 -2.557
H -1.832 1.371 -1.411
C -0.444 -0.307 -4.624
Si 1.275 0.312 -4.096
C 1.733 1.560 -5.453
C 2.449 -1.159 -4.287
Si 1.313 1.138 -1.888
Si 0.716 3.379 -2.188
C 1.887 4.442 -3.229
C -1.000 3.587 -2.985
C 0.567 4.278 -0.521
Si 3.636 1.184 -1.536
C 4.680 1.698 -3.039
C 4.187 2.405 -0.193
C 4.201 -0.552 -1.026
H -0.369 -0.746 -5.625
H -1.168 0.513 -4.688
H -0.830 -1.088 -3.965
H 1.812 1.028 -6.408
H 2.685 2.059 -5.261
H 0.964 2.330 -5.564
H 2.129 -1.777 -5.133
H 2.444 -1.783 -3.392
H 3.474 -0.833 -4.478
H 1.856 4.170 -4.287
H 2.923 4.357 -2.894
H 1.588 5.493 -3.136
H -1.148 2.929 -3.845
H -1.808 3.400 -2.270
H -1.116 4.619 -3.331
H 1.502 4.262 0.049
H -0.203 3.797 0.087
H 0.280 5.324 -0.674
H 4.527 2.749 -3.299
H 4.465 1.101 -3.927
H 5.740 1.564 -2.794
H 3.802 3.416 -0.361
H 5.281 2.464 -0.201
H 3.878 2.072 0.799
H 4.837 -0.998 -1.796
H 3.351 -1.220 -0.871
H 4.769 -0.525 -0.092
O -3.471 2.896 2.849
C -3.375 1.997 2.040
O -2.275 1.778 1.324
C -4.496 1.062 1.749
C -5.773 1.487 2.088
C -6.889 0.677 1.877
C -6.651 -0.561 1.340
O -7.560 -1.534 1.040
C -6.792 -2.666 0.624
O -5.440 -2.258 0.498
C -5.374 -0.992 1.015
C -4.261 -0.211 1.201
H -5.888 2.469 2.525
H -7.889 1.002 2.130
H -7.157 -3.007 -0.345
H -6.868 -3.448 1.384
H -3.272 -0.609 0.990
*
```

These are the Löwdin partial charges, in e, on atoms 1 to 99: 0.84, 0.03, -0.27, -0.03, -0.11, -0.11, -0.04, -0.08, -0.45, -0.23, 0.09, -0.19, -0.17, -0.18, -0.05, -0.12, -0.11, -0.02, -0.32, -0.24, 0.06, 0.11, 0.09, 0.09, 0.10, 0.09, 0.10, 0.09, 0.09, 0.11, 0.05, -0.36, -0.11, -0.37, 0.07, -0.10, -0.37, 0.07, -0.12, 0.07, 0.08, 0.06, 0.13, 0.11, 0.12, 0.13, 0.09, 0.07, 0.10, 0.12, 0.12, 0.02, 0.03, 0.11, 0.12, 0.05, 0.04, 0.04, 0.02, -0.22, 0.33, -0.23, -0.21, 0.37, 0.30, -0.22, -0.23, -0.24, 0.34, -0.23, -0.22, -0.21, 0.03, 0.01, 0.01, 0.02, 0.01, 0.01, 0.03, 0.01, 0.01, 0.01, 0.01, 0.02, 0.01, 0.01, 0.02, 0.01, 0.00, 0.03, 0.01, 0.00, 0.02, 0.01, 0.03, -0.01, 0.02, 0.01, 0.03

---

# 3
Computed, not measured: a cluster of 10 separate species, C37H61NO27 in total, with ωB97M-V/def2-TZVPD.

- Strongest force on any atom: 9.15 eV/A
- Energy relative to the best compared isomer or geometry (same formula, charge and spin): 91.5 kcal/mol
- SMILES string: C[C@H]1COC(=O)O1.C[C@H]1COC(=O)O1.C[C@H]1COC(=O)O1.C[C@H]1COC(=O)O1.C[C@H]1COC(=O)O1.C[C@H]1COC(=O)O1.COC(=O)OC.COC(=O)OC.COC(=O)OC.CCCC#N
- Total energy: -3532.444017 Eh

Structure (ORCA input):
```
! RIJCOSX wB97M-V def2-TZVPD def2/J DEFGRID3
* xyz 0 1
C 1.906 2.888 3.082
C 3.073 1.984 3.511
C 4.534 2.639 3.409
O 4.787 2.974 4.781
C 3.938 2.313 5.532
O 4.008 2.238 6.768
O 3.080 1.534 4.843
H 1.059 2.770 3.794
H 1.479 2.801 2.073
H 2.283 3.927 2.807
H 3.032 1.077 2.870
H 4.608 3.523 2.727
H 5.188 1.835 3.102
C -5.044 -0.753 -2.386
C -4.102 0.175 -3.146
C -3.943 1.616 -2.727
O -2.498 1.765 -2.679
C -1.875 0.577 -2.753
O -0.647 0.387 -2.654
O -2.744 -0.355 -2.874
H -5.027 -0.354 -1.387
H -4.639 -1.837 -2.285
H -6.056 -0.681 -2.784
H -4.299 0.023 -4.192
H -4.400 1.697 -1.741
H -4.432 2.153 -3.561
C 0.779 -1.013 2.324
C 0.083 -1.448 3.683
C 0.333 -0.445 4.837
O -0.944 -0.258 5.333
C -1.821 -0.779 4.553
O -3.014 -0.836 4.827
O -1.315 -1.311 3.468
H 1.750 -1.342 2.381
H 0.847 0.080 2.304
H 0.472 -1.508 1.421
H 0.260 -2.443 3.966
H 0.812 0.528 4.579
H 0.974 -0.897 5.667
C -1.379 -4.804 -1.740
C -1.381 -3.330 -2.071
C -0.186 -2.710 -1.386
O 0.489 -2.130 -2.480
C 0.003 -2.439 -3.666
O 0.543 -2.264 -4.739
O -1.181 -3.156 -3.429
H -0.593 -5.495 -2.118
H -2.281 -5.190 -2.113
H -1.336 -4.814 -0.619
H -2.315 -2.740 -1.915
H 0.480 -3.422 -0.848
H -0.466 -2.000 -0.649
C 1.874 0.476 -0.491
C 3.304 -0.043 -0.474
C 4.419 1.003 -0.070
O 5.073 0.532 1.026
C 4.579 -0.640 1.381
O 5.061 -1.277 2.351
O 3.478 -0.908 0.658
H 1.066 -0.276 -0.420
H 1.639 0.856 -1.496
H 1.650 1.375 0.143
H 3.454 -0.652 -1.361
H 3.865 1.958 0.102
H 5.155 1.313 -0.840
C 6.024 4.854 0.303
C 4.835 5.671 -0.079
C 4.654 6.002 -1.560
O 3.619 5.125 -1.826
C 3.036 4.583 -0.796
O 2.075 3.755 -0.888
O 3.741 4.914 0.265
H 6.127 4.528 1.402
H 6.884 5.372 0.001
H 6.145 3.906 -0.296
H 4.897 6.666 0.400
H 5.507 5.853 -2.252
H 4.380 7.042 -1.558
C -0.956 3.475 -0.196
O -0.823 2.101 0.237
C -1.847 1.366 0.534
O -3.150 1.902 0.769
O -1.489 0.044 0.699
C -2.487 -0.891 1.001
H -0.355 4.133 0.432
H -1.911 3.982 -0.189
H -0.396 3.660 -1.114
H -2.217 -1.958 1.236
H -3.108 -0.910 0.208
H -3.009 -0.553 1.940
C 0.350 -8.103 -0.112
O -0.339 -7.656 1.072
C -0.234 -6.378 1.303
O 0.842 -5.606 0.717
O -1.241 -5.659 2.008
C -1.032 -4.267 2.099
H -0.300 -8.980 -0.360
H 1.392 -8.405 0.015
H 0.287 -7.361 -0.964
H -0.045 -3.993 2.397
H -1.729 -3.917 2.825
H -1.293 -3.583 1.266
C -4.770 -2.676 2.993
O -5.284 -2.588 1.707
C -4.994 -3.503 0.822
O -4.102 -4.540 1.066
O -5.585 -3.312 -0.301
C -5.506 -4.258 -1.432
H -3.739 -2.646 3.069
H -5.089 -3.584 3.590
H -5.115 -1.732 3.438
H -5.883 -5.208 -1.103
H -4.432 -4.191 -1.692
H -6.092 -3.958 -2.275
C 0.868 3.209 -3.804
C 0.041 4.234 -4.554
C -1.252 3.799 -5.242
C -1.800 4.910 -6.083
N -2.292 5.784 -6.712
H 0.359 2.861 -2.954
H 1.810 3.692 -3.393
H 1.144 2.447 -4.493
H 0.720 4.711 -5.295
H -0.223 5.005 -3.785
H -1.994 3.400 -4.627
H -1.149 2.965 -6.080
*
```

These are the Löwdin partial charges, in e, on atoms 1 to 99: -0.01, -0.30, -0.04, 0.09, -0.55, 0.11, 0.08, 0.10, 0.05, 0.10, 0.13, 0.12, 0.12, 0.00, -0.26, -0.05, 0.05, -0.56, 0.12, 0.09, 0.07, 0.10, 0.09, 0.15, 0.13, 0.15, 0.02, -0.22, -0.07, 0.12, -0.61, 0.12, 0.05, 0.05, 0.08, 0.06, 0.13, 0.12, 0.17, 0.00, -0.35, -0.10, 0.06, -0.51, 0.14, 0.06, 0.11, 0.05, 0.08, 0.15, 0.14, 0.08, -0.02, -0.22, -0.11, 0.06, -0.53, 0.10, 0.06, 0.07, 0.09, 0.07, 0.16, 0.12, 0.14, -0.02, -0.35, -0.08, 0.09, -0.50, 0.07, 0.10, 0.11, 0.06, 0.11, 0.16, 0.16, 0.13, -0.01, 0.01, -0.38, -0.07, -0.03, -0.06, 0.09, 0.10, 0.07, 0.09, 0.05, 0.12, -0.03, 0.02, -0.33, -0.11, 0.00, -0.10, 0.11, 0.10, 0.10

---

Among the records above, which one has the highest strongest force on any atom? C37H61NO27